{"formula": "C7H13N2O", "method": "wB97M-V/def2-TZVPD", "energy_ev": -12487.5298, "charge": 1, "orbital_gap_ev": 10.5, "multiplicity": 1, "homo_energy_ev": -13.477, "species": ["C", "C", "C", "C", "C", "N", "C", "C", "O", "N", "H", "H", "H", "H", "H", "H", "H", "H", "H", "H", "H", "H", "H"], "xyz": [[3.821, -0.088, 0.472], [2.587, -0.446, 0.490], [1.600, -1.277, 0.497], [0.163, -0.897, -0.004], [-0.324, 0.241, 0.912], [-1.581, 0.710, 0.270], [-2.632, -0.266, 0.571], [-1.314, 0.895, -1.078], [-1.125, 2.156, -1.560], [-0.075, -0.232, -1.279], [4.286, 0.525, 1.269], [4.299, -0.110, -0.466], [1.889, -2.274, 0.870], [-0.508, -1.669, 0.105], [-0.399, 0.164, 1.996], [0.541, 1.018, 0.835], [-2.938, 0.031, 1.628], [-3.484, 0.086, 0.018], [-2.452, -1.289, 0.490], [-2.145, 0.541, -1.629], [-0.738, 2.804, -0.963], [-0.263, -0.909, -1.988], [0.792, 0.285, -1.457]]}

---

{"formula": "C7H13N2S", "method": "wB97M-V/def2-TZVPD", "energy_ev": -21279.6478, "charge": 1, "orbital_gap_ev": 9.6, "multiplicity": 1, "homo_energy_ev": -12.326, "species": ["S", "C", "C", "C", "C", "H", "H", "H", "H", "H", "H", "H", "H", "C", "C", "C", "N", "N", "H", "H", "H", "H", "H"], "xyz": [[-0.570, 1.426, 0.735], [-2.167, 0.875, 0.035], [0.011, 2.148, -0.841], [-2.314, 1.595, -1.302], [-0.921, 1.610, -1.923], [-2.152, -0.224, -0.101], [-2.979, 1.115, 0.748], [-0.038, 3.252, -0.783], [1.070, 1.866, -1.003], [-3.062, 1.096, -1.948], [-2.656, 2.634, -1.132], [-0.870, 2.227, -2.841], [-0.623, 0.579, -2.194], [2.191, -2.988, 0.761], [1.416, -2.060, 0.116], [1.636, -1.416, 2.234], [2.305, -2.560, 2.060], [1.093, -1.109, 1.051], [2.660, -3.903, 0.400], [1.077, -2.006, -0.919], [1.550, -0.845, 3.158], [2.831, -3.044, 2.810], [0.513, -0.267, 0.880]]}

---

{"formula": "C7H13N3O", "method": "wB97M-V/def2-TZVPD", "energy_ev": -13985.6339, "charge": -1, "orbital_gap_ev": [2.5, 8.6], "multiplicity": 2, "s_squared": 0.750, "homo_energy_ev": [1.194, -5.017], "species": ["C", "C", "C", "C", "N", "N", "H", "H", "H", "H", "H", "H", "C", "C", "C", "O", "N", "H", "H", "H", "H", "H", "H", "H"], "xyz": [[-0.204, -3.100, -0.679], [-1.647, 0.293, -0.752], [-1.131, -1.867, -0.457], [-2.219, -1.544, 0.367], [-0.795, -0.665, -1.153], [-2.541, -0.194, 0.194], [-1.610, 1.261, -1.131], [-3.144, 0.400, 0.685], [-2.609, -2.263, 0.945], [-0.844, -3.735, -1.389], [0.068, -3.719, 0.170], [0.726, -2.843, -1.146], [1.258, 2.404, 0.534], [0.639, 2.168, 1.938], [1.665, 0.993, 0.037], [1.515, -0.087, 0.625], [2.635, 1.037, -0.987], [0.538, 3.003, -0.065], [2.182, 2.966, 0.676], [1.523, 1.743, 2.443], [-0.241, 1.459, 1.950], [2.833, 0.167, -1.413], [2.800, 1.803, -1.499], [0.399, 3.119, 2.465]]}

---

{"formula": "C7H13N3O4", "method": "wB97M-V/def2-TZVPD", "energy_ev": -20130.5239, "charge": 0, "orbital_gap_ev": 10.2, "multiplicity": 1, "homo_energy_ev": -9.856, "species": ["N", "C", "C", "O", "N", "C", "C", "C", "C", "N", "O", "C", "O", "O", "H", "H", "H", "H", "H", "H", "H", "H", "H", "H", "H", "H", "H"], "xyz": [[-0.903, 0.141, 2.802], [-1.333, 1.482, 2.522], [-1.520, 1.679, 1.050], [-2.217, 2.567, 0.622], [-0.600, 1.003, 0.294], [-0.182, 1.046, -1.087], [1.080, 0.139, -1.176], [1.026, -1.297, -0.649], [1.982, -2.199, -1.439], [2.844, -2.977, -0.682], [2.030, -2.112, -2.628], [-1.414, 0.639, -1.915], [-1.480, -0.354, -2.650], [-2.492, 1.460, -1.823], [-1.771, -0.448, 2.706], [-0.691, 0.110, 3.790], [-2.162, 1.906, 3.178], [-0.463, 2.146, 2.798], [-0.020, 0.593, 0.923], [0.259, 2.003, -1.324], [1.279, 0.010, -2.253], [1.947, 0.642, -0.729], [0.091, -1.856, -0.630], [1.353, -1.310, 0.390], [3.375, -3.593, -1.268], [2.519, -3.435, 0.247], [-2.536, 2.015, -1.069]]}

---

{"formula": "C7H13N3O4", "method": "wB97M-V/def2-TZVPD", "energy_ev": -20129.0507, "charge": 0, "orbital_gap_ev": 9.9, "multiplicity": 1, "homo_energy_ev": -9.398, "species": ["N", "C", "O", "C", "C", "C", "N", "C", "O", "N", "C", "C", "O", "O", "H", "H", "H", "H", "H", "H", "H", "H", "H", "H", "H", "H", "H"], "xyz": [[-2.175, -2.447, 0.594], [-2.144, -1.556, 1.578], [-2.799, -1.562, 2.596], [-1.419, -0.219, 1.024], [0.006, -0.008, 1.308], [0.917, -0.984, 0.568], [2.437, -0.610, 0.651], [0.627, -0.900, -0.904], [-0.150, -1.607, -1.552], [1.271, 0.068, -1.740], [1.729, 1.426, -1.385], [0.685, 2.418, -0.985], [-0.450, 2.113, -0.739], [1.178, 3.683, -0.990], [-1.375, -2.414, -0.032], [-2.689, -3.211, 0.559], [-2.200, 0.378, 1.556], [-1.537, -0.255, -0.102], [0.022, -0.259, 2.425], [0.394, 1.016, 1.314], [0.723, -2.065, 0.675], [2.825, -1.124, 1.456], [2.902, -1.066, -0.116], [0.633, 0.413, -2.432], [2.247, 1.888, -2.244], [2.238, 1.221, -0.593], [0.437, 4.317, -0.740]]}

---

{"formula": "C7H13N3S2", "method": "wB97M-V/def2-TZVPD", "energy_ev": -33606.4872, "charge": 0, "orbital_gap_ev": 8.9, "multiplicity": 1, "homo_energy_ev": -8.357, "species": ["C", "C", "C", "C", "C", "S", "C", "N", "N", "C", "N", "S", "H", "H", "H", "H", "H", "H", "H", "H", "H", "H", "H", "H", "H"], "xyz": [[-4.411, -1.280, -1.006], [-3.523, -1.637, 0.228], [-2.291, -0.716, 0.205], [-2.373, 0.775, 0.506], [-1.284, 1.640, 0.991], [0.019, 2.008, -0.480], [1.220, 0.866, -0.006], [1.163, 0.298, 1.166], [1.946, -0.814, 1.334], [2.666, -0.885, 0.294], [3.531, -2.001, -0.033], [2.362, 0.113, -1.159], [-3.469, -1.180, -1.726], [-5.226, -2.104, -1.544], [-5.019, -0.340, -0.771], [-4.397, -1.584, 1.045], [-3.132, -2.653, 0.235], [-1.574, -1.380, 0.798], [-1.763, -1.085, -0.785], [-3.121, 0.820, 1.277], [-2.957, 1.360, -0.206], [-0.582, 1.186, 1.635], [-1.589, 2.618, 1.204], [3.758, -2.812, 0.803], [4.452, -1.748, -0.278]]}

---

{"formula": "C7H13N5O", "method": "wB97M-V/def2-TZVPD", "energy_ev": -16966.8869, "charge": 0, "orbital_gap_ev": 10.1, "multiplicity": 1, "homo_energy_ev": -9.469, "species": ["C", "C", "N", "C", "O", "N", "N", "C", "C", "N", "N", "C", "C", "H", "H", "H", "H", "H", "H", "H", "H", "H", "H", "H", "H", "H"], "xyz": [[0.266, 1.812, -1.649], [1.198, 1.575, -0.448], [1.768, 0.168, -0.383], [1.814, -0.512, 0.842], [2.828, -1.046, 1.317], [0.610, -0.631, 1.502], [-0.578, -0.818, 0.730], [-0.767, -1.546, -0.449], [0.247, -2.451, -1.127], [-1.934, -1.319, -0.937], [-2.577, -0.440, -0.157], [-1.799, -0.144, 0.822], [-2.086, 0.969, 1.823], [-0.744, 1.226, -1.551], [0.731, 1.589, -2.584], [-0.129, 2.818, -1.598], [2.010, 2.307, -0.494], [0.596, 1.774, 0.520], [2.727, 0.255, -0.716], [0.684, -1.327, 2.185], [0.758, -1.961, -1.946], [1.020, -2.795, -0.397], [-0.276, -3.271, -1.629], [-1.739, 0.745, 2.864], [-3.134, 1.178, 1.879], [-1.495, 1.844, 1.579]]}

---

{"formula": "C7H13N7O", "method": "wB97M-V/def2-TZVPD", "energy_ev": -19931.9883, "charge": 2, "orbital_gap_ev": 9.1, "multiplicity": 1, "homo_energy_ev": -16.276, "species": ["C", "O", "C", "N", "N", "C", "N", "N", "C", "C", "N", "C", "N", "C", "N", "H", "H", "H", "H", "H", "H", "H", "H", "H", "H", "H", "H", "H"], "xyz": [[0.218, -3.852, -1.330], [0.904, -3.504, -0.136], [1.052, -2.344, 0.365], [1.661, -2.363, 1.586], [0.564, -1.167, -0.138], [1.334, -0.129, -0.391], [2.665, -0.169, -0.430], [0.685, 1.128, -0.357], [-0.671, 1.546, -0.139], [-1.811, 0.750, -0.366], [-3.034, 1.338, -0.342], [-3.152, 2.568, 0.212], [-2.172, 3.250, 0.616], [-0.880, 2.917, 0.443], [0.082, 3.531, 1.185], [-0.898, -4.096, -1.151], [0.652, -4.721, -1.644], [0.244, -3.057, -2.116], [1.735, -1.417, 2.000], [2.008, -3.121, 2.084], [3.209, -0.995, -0.222], [3.157, 0.579, -0.644], [1.318, 1.973, -0.524], [-1.679, -0.385, -0.645], [-3.919, 0.791, -0.477], [-4.047, 3.005, 0.227], [1.033, 3.549, 0.689], [-0.256, 4.396, 1.648]]}

---

{"formula": "C7H13NO", "method": "wB97M-V/def2-TZVPD", "energy_ev": -11001.5239, "charge": 0, "orbital_gap_ev": 8.5, "multiplicity": 1, "homo_energy_ev": -7.735, "species": ["C", "C", "N", "C", "C", "H", "H", "H", "H", "H", "H", "H", "C", "C", "C", "O", "H", "H", "H", "H", "H", "H"], "xyz": [[-0.393, 0.607, -1.993], [1.748, 0.102, -0.870], [0.267, -0.006, -0.815], [-0.185, -1.319, -0.560], [-0.037, -2.493, -0.921], [-0.256, -0.009, -2.879], [-1.464, 0.608, -1.803], [-0.034, 1.627, -2.111], [2.043, 1.146, -0.975], [2.143, -0.310, 0.057], [2.124, -0.520, -1.678], [-0.292, -3.522, -0.815], [0.530, 1.079, 1.841], [-1.527, -0.662, 1.349], [-0.438, 0.906, 0.694], [-1.162, 1.801, 0.331], [-0.026, 1.266, 2.756], [1.154, 1.948, 1.614], [1.166, 0.201, 1.933], [-0.983, -1.247, 2.087], [-2.272, -1.262, 0.830], [-2.107, 0.060, 1.929]]}

---

{"formula": "C7H13NO2", "method": "wB97M-V/def2-TZVPD", "energy_ev": -13049.0285, "charge": 0, "orbital_gap_ev": [7.1, 8.8], "multiplicity": 3, "s_squared": 2.006, "homo_energy_ev": [-6.376, -11.270], "species": ["C", "C", "C", "C", "C", "C", "C", "N", "O", "O", "H", "H", "H", "H", "H", "H", "H", "H", "H", "H", "H", "H", "H"], "xyz": [[0.001, -2.902, -1.689], [-1.512, 0.955, 1.668], [0.905, 0.744, 2.296], [0.237, 2.355, 0.482], [0.131, -2.656, -3.127], [0.042, -0.037, 0.063], [-0.077, 0.966, 1.099], [-0.249, -3.079, -0.587], [1.106, -1.708, -3.409], [0.232, 0.182, -1.162], [-1.630, 1.649, 2.438], [-2.163, 1.146, 0.890], [-1.769, -0.033, 1.996], [0.920, -0.191, 2.757], [0.926, 1.510, 2.949], [1.925, 0.822, 1.864], [-0.086, 2.908, 1.298], [1.115, 2.674, 0.109], [-0.426, 2.470, -0.381], [0.470, -3.539, -3.582], [0.114, -1.042, 0.336], [0.751, -0.883, -2.989], [-0.965, -2.309, -3.319]]}